No. 1
{
  "formula": "C7H14N2O3S",
  "method": "ωB97M-V/def2-TZVPD",
  "e_above_lowest_kcal_mol": 132.4,
  "smiles": "CS(=O)#CN=O.CCCC(=O)NC",
  "homo_lumo_gap_ev": 9.07,
  "charge": 0,
  "total_energy_ha": -1008.362812,
  "species": ["C", "S", "O", "C", "N", "O", "H", "H", "H", "C", "C", "C", "C", "O", "N", "C", "H", "H", "H", "H", "H", "H", "H", "H", "H", "H", "H"],
  "positions_angstrom": [[2.783, 2.207, -0.092], [3.039, 0.502, 0.562], [4.450, 0.465, 0.767], [2.826, -0.449, -0.919], [2.213, -1.395, -1.282], [1.692, -2.300, -1.881], [1.802, 2.360, -0.496], [3.613, 2.236, -0.867], [2.942, 3.085, 0.548], [-2.971, 1.322, -0.311], [-2.678, -0.078, -0.733], [-1.148, -0.332, -1.156], [-0.378, -0.465, 0.142], [0.084, 0.537, 0.621], [-0.306, -1.670, 0.723], [0.059, -1.642, 2.207], [-2.237, 1.783, 0.331], [-3.893, 1.288, 0.291], [-3.037, 2.020, -1.245], [-3.029, -0.666, 0.160], [-3.282, -0.409, -1.600], [-1.050, 0.480, -1.834], [-1.209, -1.249, -1.633], [-0.463, -2.494, 0.200], [1.109, -1.507, 2.263], [-0.752, -1.019, 2.609], [-0.175, -2.614, 2.625]]
}

***

No. 2
{
  "formula": "CH3N2P",
  "method": "ωB97M-V/def2-TZVPD",
  "e_above_lowest_kcal_mol": 32.4,
  "homo_lumo_gap_ev": 9.69,
  "charge": 0,
  "total_energy_ha": -490.691007,
  "species": ["C", "N", "N", "P", "H", "H", "H"],
  "positions_angstrom": [[0.939, -0.837, -1.832], [0.771, -1.182, -2.943], [-0.562, 0.422, -0.063], [1.076, 0.320, -0.572], [-0.858, -0.071, 0.761], [-0.809, 1.366, 0.157], [2.132, -0.698, 0.682]]
}

***

No. 3
{
  "formula": "C32H74BFO7S",
  "method": "ωB97M-V/def2-TZVPD",
  "smiles": "CCSCB(CCCCCOC(C)=O)[C@@H](C)F.CCOCC.CCOCC.CCOCC.CCOCC.CCOCC",
  "homo_lumo_gap_ev": 8.77,
  "charge": 0,
  "total_energy_ha": -2312.900520,
  "species": ["C", "C", "S", "C", "B", "C", "C", "C", "C", "C", "O", "C", "C", "O", "C", "C", "F", "H", "H", "H", "H", "H", "H", "H", "H", "H", "H", "H", "H", "H", "H", "H", "H", "H", "H", "H", "H", "H", "H", "H", "H", "C", "C", "O", "C", "C", "H", "H", "H", "H", "H", "H", "H", "H", "H", "H", "C", "C", "O", "C", "C", "H", "H", "H", "H", "H", "H", "H", "H", "H", "H", "C", "C", "O", "C", "C", "H", "H", "H", "H", "H", "H", "H", "H", "H", "H", "C", "C", "O", "C", "C", "H", "H", "H", "H", "H", "H", "H", "H", "H", "H", "C", "C", "O", "C", "C", "H", "H", "H", "H", "H", "H", "H", "H", "H", "H"],
  "positions_angstrom": [[-0.319, -1.590, 1.112], [1.044, -0.826, 0.611], [1.353, 0.823, 1.524], [0.820, 2.270, 0.458], [-0.857, 2.251, 0.468], [-1.569, 1.641, -0.877], [-3.075, 2.188, -1.199], [-4.278, 1.519, -0.314], [-3.867, 0.180, 0.535], [-5.210, -0.322, 1.387], [-6.258, -0.890, 0.524], [-5.849, -2.179, -0.055], [-5.514, -2.271, -1.680], [-5.759, -3.248, 0.757], [-1.585, 2.797, 1.831], [-0.600, 3.765, 2.776], [-2.826, 3.576, 1.629], [-1.296, -1.096, 0.689], [-0.370, -2.736, 0.797], [-0.399, -1.527, 2.295], [0.923, -0.588, -0.537], [1.990, -1.547, 0.715], [1.184, 2.025, -0.646], [1.268, 3.308, 0.759], [-0.888, 1.981, -1.798], [-1.470, 0.456, -0.859], [-3.127, 3.366, -1.006], [-3.284, 2.061, -2.360], [-4.772, 2.294, 0.436], [-5.135, 1.215, -1.086], [-3.482, -0.684, -0.193], [-3.018, 0.335, 1.329], [-4.901, -1.040, 2.286], [-5.664, 0.666, 1.867], [-4.373, -2.065, -1.905], [-5.773, -3.343, -2.110], [-6.180, -1.474, -2.233], [-1.845, 1.872, 2.540], [-1.166, 3.957, 3.800], [0.422, 3.258, 3.037], [-0.474, 4.834, 2.260], [-1.495, 0.025, -5.997], [-0.856, 1.240, -5.345], [-0.210, 0.946, -4.110], [0.859, 0.004, -4.157], [2.003, 0.433, -5.060], [-2.217, -0.441, -5.317], [-2.015, 0.314, -6.915], [-0.754, -0.736, -6.257], [-1.639, 1.972, -5.122], [-0.159, 1.734, -6.028], [0.480, -0.982, -4.443], [1.236, -0.094, -3.135], [1.689, 0.530, -6.101], [2.815, -0.302, -5.022], [2.397, 1.405, -4.744], [2.182, -4.987, 3.063], [1.275, -5.870, 2.221], [1.120, -5.410, 0.882], [2.306, -5.322, 0.097], [3.022, -6.651, -0.069], [1.808, -3.957, 3.079], [2.229, -5.359, 4.091], [3.202, -4.958, 2.671], [0.275, -5.875, 2.669], [1.620, -6.909, 2.227], [2.977, -4.562, 0.510], [2.002, -4.961, -0.890], [3.367, -7.052, 0.887], [3.897, -6.535, -0.717], [2.353, -7.394, -0.515], [-3.520, -7.417, -3.483], [-2.092, -7.386, -2.966], [-1.532, -6.076, -2.926], [-2.197, -5.123, -2.101], [-2.253, -5.526, -0.637], [-3.577, -6.973, -4.483], [-3.884, -8.448, -3.536], [-4.201, -6.856, -2.838], [-1.460, -7.976, -3.639], [-2.018, -7.858, -1.982], [-3.199, -4.918, -2.492], [-1.635, -4.188, -2.186], [-2.821, -6.447, -0.488], [-2.732, -4.739, -0.044], [-1.244, -5.694, -0.247], [5.757, 5.186, -1.802], [5.133, 4.501, -0.599], [4.076, 3.608, -0.939], [4.413, 2.519, -1.794], [5.475, 1.601, -1.214], [4.997, 5.732, -2.371], [6.529, 5.893, -1.481], [6.223, 4.470, -2.484], [4.698, 5.265, 0.055], [5.890, 3.981, -0.003], [4.709, 2.890, -2.780], [3.495, 1.942, -1.944], [6.424, 2.119, -1.060], [5.661, 0.758, -1.889], [5.154, 1.208, -0.244], [0.283, 7.730, 5.301], [0.090, 6.376, 5.963], [1.163, 5.470, 5.725], [2.451, 5.873, 6.181], [2.516, 6.107, 7.681], [0.419, 7.613, 4.220], [-0.588, 8.369, 5.477], [1.163, 8.251, 5.686], [-0.812, 5.909, 5.553], [-0.082, 6.484, 7.039], [2.788, 6.756, 5.629], [3.142, 5.066, 5.922], [1.857, 6.919, 7.996], [3.536, 6.368, 7.982], [2.210, 5.206, 8.223]]
}

***

No. 4
{
  "formula": "C9H14O",
  "method": "ωB97M-V/def2-TZVPD",
  "e_above_lowest_kcal_mol": 8.0,
  "smiles": "Cc1ccc(O)cc1.CC",
  "homo_lumo_gap_ev": 9.39,
  "charge": 0,
  "total_energy_ha": -426.560002,
  "species": ["C", "C", "C", "C", "C", "O", "C", "C", "H", "H", "H", "H", "H", "H", "H", "H", "C", "C", "H", "H", "H", "H", "H", "H"],
  "positions_angstrom": [[-1.616, -1.304, -2.667], [-1.568, -1.158, -1.158], [-1.411, 0.111, -0.587], [-1.141, 0.202, 0.755], [-1.079, -0.921, 1.566], [-0.901, -0.790, 2.918], [-1.192, -2.175, 1.006], [-1.466, -2.281, -0.358], [-0.621, -1.512, -3.056], [-2.058, -0.442, -3.159], [-2.244, -2.133, -2.968], [-1.439, 0.979, -1.223], [-0.902, 1.147, 1.248], [-1.402, -0.006, 3.227], [-1.151, -3.030, 1.651], [-1.492, -3.277, -0.783], [2.489, 2.512, 1.042], [2.967, 1.615, -0.104], [2.440, 3.548, 0.690], [1.530, 2.145, 1.405], [3.153, 2.545, 1.903], [3.200, 0.577, 0.128], [2.139, 1.529, -0.814], [3.766, 2.120, -0.662]]
}

***

No. 5
{
  "formula": "C33H33N5O3SSeSn",
  "method": "ωB97M-V/def2-TZVPD",
  "e_above_lowest_kcal_mol": 39.7,
  "homo_lumo_gap_ev": 6.61,
  "charge": 0,
  "total_energy_ha": -4790.672324,
  "species": ["Sn", "O", "S", "O", "N", "C", "C", "C", "C", "C", "C", "C", "C", "N", "C", "C", "C", "C", "C", "C", "C", "H", "H", "H", "H", "H", "H", "H", "H", "H", "H", "H", "C", "N", "C", "C", "C", "C", "C", "C", "C", "C", "H", "H", "H", "H", "H", "H", "H", "H", "H", "H", "H", "H", "Se", "N", "C", "C", "C", "C", "C", "C", "N", "H", "H", "H", "H", "C", "C", "C", "O", "H", "H", "H", "H", "H", "H"],
  "positions_angstrom": [[-0.161, -1.530, -0.018], [1.656, 1.297, -0.140], [0.990, 1.146, -1.428], [1.244, -0.162, -2.067], [-0.554, 1.285, -1.369], [-1.230, 2.409, -0.947], [-0.676, 3.637, -0.609], [-1.477, 4.740, -0.261], [-2.838, 4.653, -0.240], [-3.453, 3.413, -0.529], [-4.857, 3.243, -0.499], [-5.398, 2.017, -0.743], [-4.524, 0.940, -0.996], [-3.222, 1.050, -1.045], [-2.666, 2.278, -0.846], [1.715, 2.360, -2.503], [1.236, 2.499, -3.798], [1.739, 3.514, -4.595], [2.702, 4.382, -4.096], [3.177, 4.234, -2.799], [2.685, 3.214, -1.995], [0.399, 3.744, -0.611], [-0.993, 5.676, -0.007], [-3.458, 5.509, -0.002], [-5.481, 4.100, -0.271], [-6.468, 1.858, -0.737], [-4.934, -0.056, -1.159], [0.474, 1.821, -4.163], [1.375, 3.637, -5.608], [3.082, 5.182, -4.719], [3.924, 4.915, -2.412], [3.025, 3.073, -0.977], [-3.299, -2.247, 0.402], [-2.282, -2.731, -0.541], [-2.591, -2.281, -1.908], [-2.135, -4.192, -0.472], [-0.696, -4.649, -0.360], [-0.462, -6.021, -0.453], [0.815, -6.531, -0.304], [1.866, -5.659, -0.050], [1.624, -4.296, 0.040], [0.345, -3.744, -0.122], [-4.298, -2.622, 0.148], [-3.313, -1.154, 0.383], [-3.040, -2.568, 1.411], [-3.558, -2.676, -2.243], [-1.812, -2.633, -2.586], [-2.617, -1.188, -1.932], [-2.605, -4.659, -1.343], [-2.672, -4.556, 0.408], [-1.294, -6.697, -0.638], [0.991, -7.597, -0.384], [2.872, -6.040, 0.082], [2.453, -3.645, 0.264], [3.554, -1.107, -0.977], [2.651, -1.384, 0.503], [3.357, -0.851, 1.496], [2.989, -0.902, 2.871], [3.835, -0.362, 3.788], [5.050, 0.283, 3.400], [5.421, 0.378, 2.096], [4.591, -0.219, 1.104], [4.887, -0.296, -0.194], [2.061, -1.386, 3.149], [3.592, -0.419, 4.842], [5.687, 0.700, 4.170], [6.330, 0.881, 1.795], [-0.572, -0.204, 4.644], [-0.634, -0.214, 3.141], [-0.468, 1.087, 2.408], [-0.796, -1.266, 2.542], [-1.069, 0.674, 5.057], [0.483, -0.160, 4.935], [-1.009, -1.117, 5.045], [-0.435, 1.946, 3.073], [-1.279, 1.200, 1.683], [0.450, 1.047, 1.811]]
}

***

No. 6
{
  "formula": "C3H2FO2Tm",
  "method": "ωB97M-V/def2-TZVPD",
  "e_above_lowest_kcal_mol": 15.6,
  "multiplicity": 3,
  "homo_lumo_gap_ev": [7.49, 4.90],
  "charge": 2,
  "s_squared": 2.03,
  "total_energy_ha": -1450.222746,
  "species": ["O", "C", "O", "C", "C", "H", "H", "F", "Tm"],
  "positions_angstrom": [[-0.854, 1.781, -0.061], [0.156, 1.129, 0.200], [1.377, 1.485, 0.016], [-1.301, -0.846, 0.031], [-0.084, -0.350, 0.282], [-1.878, -0.462, -0.808], [-1.580, -1.831, 0.405], [1.075, -1.073, -0.067], [3.090, 0.167, 0.002]]
}

***

Q: Number 2 is which compound?
A: CH3N2P

***

Please write out number 6 again, unchanged.
{
  "formula": "C3H2FO2Tm",
  "method": "ωB97M-V/def2-TZVPD",
  "e_above_lowest_kcal_mol": 15.6,
  "multiplicity": 3,
  "homo_lumo_gap_ev": [7.49, 4.90],
  "charge": 2,
  "s_squared": 2.03,
  "total_energy_ha": -1450.222746,
  "species": ["O", "C", "O", "C", "C", "H", "H", "F", "Tm"],
  "positions_angstrom": [[-0.854, 1.781, -0.061], [0.156, 1.129, 0.200], [1.377, 1.485, 0.016], [-1.301, -0.846, 0.031], [-0.084, -0.350, 0.282], [-1.878, -0.462, -0.808], [-1.580, -1.831, 0.405], [1.075, -1.073, -0.067], [3.090, 0.167, 0.002]]
}